[1]
13
Properties=species:S:1:pos:R:3:forces:R:3 method="wB97M-V/def2-TZVPD" molar_mass_g_mol=175.06 smiles=FC(Cl)(Cl)C[C@@H]1CS1 e_tot_ha=-1573.77921 homo_energy_ha=-0.3336
F 0.008 2.883 0.178 0.239 -0.009 0.250
C -0.176 1.665 -0.350 -2.380 1.689 -1.686
Cl -1.873 1.173 -0.053 -1.026 0.846 -0.773
Cl 0.129 1.922 -2.185 -0.127 -0.690 1.741
C 0.505 0.614 0.333 3.274 -2.531 -0.866
C 0.366 -0.789 -0.272 1.287 0.496 -2.092
C -0.484 -1.774 0.365 -4.295 -0.567 -0.022
S 1.134 -1.872 0.869 3.190 -1.233 1.889
H 1.586 0.813 0.408 -0.309 0.212 -0.058
H 0.148 0.381 1.310 -0.384 0.949 0.971
H 0.568 -1.088 -1.326 0.123 1.226 0.741
H -1.312 -1.239 1.060 1.700 -2.165 -1.604
H -0.597 -2.690 -0.338 -1.292 1.777 1.508

---

[2]
12
Properties=species:S:1:pos:R:3:forces:R:3 method="wB97M-V/def2-TZVPD" molar_mass_g_mol=159.44 smiles="ClC=C(CCl)CCl" e_tot_ha=-1535.96629 homo_energy_ha=-0.3609
Cl 2.200 -1.531 -0.746 -0.106 -0.636 -0.184
C 0.506 -1.365 -0.377 0.502 -1.082 0.017
C 0.059 -0.240 0.120 -0.492 1.530 0.352
C -1.435 0.095 0.304 0.010 0.714 0.346
Cl -2.408 -0.660 -0.954 -0.506 -0.489 -0.608
C 1.035 0.903 0.319 -0.925 0.117 0.492
Cl 0.794 2.075 -1.006 -0.108 0.423 -0.173
H -0.064 -2.272 -0.549 0.000 0.310 -0.160
H -1.946 -0.223 1.247 0.997 0.310 -0.510
H -1.622 1.194 0.146 0.550 -1.052 0.437
H 0.803 1.409 1.274 0.370 -0.086 -0.485
H 2.078 0.615 0.223 -0.293 -0.058 0.477

---

[3]
12
Properties=species:S:1:pos:R:3:forces:R:3 method="wB97M-V/def2-TZVPD" molar_mass_g_mol=159.44 smiles="C[C@@H](Cl)C=C(Cl)Cl" e_tot_ha=-1535.89619 homo_energy_ha=-0.3290
C -1.714 -0.447 0.084 -0.708 -2.788 -1.809
C -0.726 0.491 -0.479 4.842 0.177 1.814
Cl -1.071 2.127 0.146 0.034 0.192 -0.211
C 0.884 0.114 0.201 1.169 -0.906 0.084
C 2.263 -0.169 0.005 -7.349 2.066 -1.631
Cl 3.193 -0.492 1.282 2.264 -0.834 2.602
Cl 2.972 -0.009 -1.471 1.303 0.042 -2.281
H -2.691 -0.161 -0.330 0.119 -0.311 -0.296
H -1.922 -0.400 1.142 0.824 -0.057 0.403
H -1.438 -1.547 -0.297 -0.778 2.310 1.084
H -0.591 0.551 -1.547 -0.376 -0.169 -0.165
H 0.842 -0.059 1.265 -1.344 0.277 0.405

---

[4]
13
Properties=species:S:1:pos:R:3:forces:R:3 method="wB97M-V/def2-TZVPD" molar_mass_g_mol=137.54 e_tot_ha=-845.46103 homo_energy_ha=-0.3704
N 1.089 1.439 -0.190 -1.431 1.321 0.049
C 1.535 0.187 -0.060 0.254 -0.438 -0.758
O 2.587 -0.146 -0.560 0.798 -0.440 -0.097
C 0.730 -0.786 0.688 -2.555 0.016 -0.001
C -0.635 -0.915 0.680 2.334 0.028 -1.090
C -1.538 -0.337 -0.413 1.188 1.162 0.170
F -2.426 -1.239 -0.850 -0.394 -0.632 0.080
Cl -2.429 1.110 0.177 -0.240 0.086 0.285
H 0.142 1.733 0.073 0.826 -0.241 -0.072
H 1.615 2.017 -0.828 -0.069 0.065 0.113
H 1.338 -1.500 1.207 0.028 -0.053 0.664
H -0.994 -1.650 1.382 -0.741 -0.159 -0.252
H -1.014 0.085 -1.307 0.000 -0.715 0.908

---

[5]
12
Properties=species:S:1:pos:R:3:forces:R:3 method="wB97M-V/def2-TZVPD" molar_mass_g_mol=116.55 e_tot_ha=-724.95307 homo_energy_ha=-0.2876
C -0.091 1.347 0.256 2.153 1.486 -0.780
C 1.077 0.783 -0.146 -1.290 0.884 0.035
C -1.145 0.661 0.938 -1.128 0.026 -0.272
C 0.535 -1.396 0.591 -0.248 -0.894 -0.157
N 1.271 -0.595 -0.101 3.104 -1.183 -1.875
N -2.005 0.082 0.120 0.776 -0.606 -0.862
Cl 0.868 -3.031 -0.003 0.105 -0.175 0.389
H -0.094 2.475 0.125 -0.405 -1.520 0.456
H 1.880 1.288 -0.647 0.063 0.490 0.143
H 2.116 -0.953 -0.753 -2.499 0.758 1.649
H -2.666 -0.580 0.524 0.083 0.432 -0.304
H -1.746 -0.082 -0.902 -0.714 0.303 1.579

---

[6]
12
Properties=species:S:1:pos:R:3:forces:R:3 method="wB97M-V/def2-TZVPD" molar_mass_g_mol=116.55 smiles=Cn1nccc1Cl e_tot_ha=-725.01177 homo_energy_ha=-0.3251
C 0.364 0.759 -1.620 0.500 1.983 0.965
N 0.125 -0.076 -0.491 3.562 -3.330 -5.499
N 1.113 -1.103 0.002 -1.514 4.199 -3.304
C 0.625 -1.219 1.148 -1.780 -1.536 5.108
C -0.701 -0.551 1.414 3.919 -4.796 3.446
C -0.870 0.020 0.256 -4.788 3.865 3.152
Cl -1.998 1.401 0.391 0.137 -0.561 -1.274
H -0.333 1.604 -1.448 0.432 -0.290 -0.435
H 0.250 0.475 -2.680 0.439 -0.685 0.802
H 1.321 1.113 -1.215 0.444 0.574 -1.923
H 1.285 -1.764 1.862 -1.065 0.082 -0.340
H -1.181 -0.659 2.382 -0.285 0.495 -0.700